This record from OMol25 describes the ion C12H11O2 with charge -1 in a non-equilibrium geometry. The level of theory is the ωB97M-V functional and the def2-TZVPD basis.

Structure (XYZ):
```
25
Properties=species:S:1:pos:R:3:forces:R:3
C -3.21217 1.76630 -0.11252 0.802 0.609 -0.860
C -1.95515 2.39262 -0.19054 -0.740 -0.031 -0.440
C -3.19680 0.43517 0.36836 -1.356 0.850 -1.054
C -0.75159 1.72085 0.00993 -0.598 1.179 -0.476
C -2.02471 -0.25966 0.55276 1.189 -0.218 1.793
C -0.72488 0.40187 0.37295 -2.947 -0.919 0.373
C 0.33105 -0.31309 0.89065 2.453 0.051 0.145
C 2.79668 -0.21973 -0.40872 -1.552 -0.562 1.448
C 2.98060 1.11922 0.05772 -0.170 -1.486 -1.435
C 1.35953 -0.97692 0.11984 0.327 -0.571 -1.296
C 0.84895 -1.50548 -1.25431 0.993 0.373 0.294
C 1.80873 -2.20080 0.90244 -3.701 2.742 3.233
O 3.43854 1.96067 0.74283 0.480 1.610 1.358
O 2.43597 1.09223 -1.16301 -0.124 0.587 -0.326
H -4.11912 2.25486 -0.61594 1.246 -0.734 1.440
H -1.90353 3.45002 -0.43798 0.002 -0.104 -0.215
H -4.24212 0.12424 0.52349 0.828 -0.995 0.178
H 0.15766 2.25022 -0.14298 0.662 0.387 0.096
H -1.92776 -1.19045 1.19102 -0.672 0.941 -1.192
H 0.67962 -0.66407 -1.92351 -0.712 -0.020 0.057
H 0.01700 -2.18332 -1.07983 -0.336 0.070 -0.448
H 1.70094 -2.02189 -1.71689 -0.270 -0.230 0.180
H 2.51089 -2.01182 1.67015 0.726 0.414 0.877
H 2.15222 -2.85225 0.26648 2.072 -3.856 -3.353
H 0.83945 -2.56880 1.37757 1.399 -0.088 -0.378
```
Forces are in eV/Å.

* E_tot: -16711.432 eV
* total charge: -1

This record from OMol25 describes a cluster of 2 separate species, C12H12 in total in a non-equilibrium geometry. The level of theory is the ωB97M-V functional and the def2-TZVPD basis.

Structure (XYZ):
```
24
Properties=species:S:1:pos:R:3:forces:R:3
C 5.53366 -0.82482 0.02655 1.188 1.165 0.953
C 4.33600 -1.35517 -0.16303 -2.112 1.121 -0.897
C 3.18678 -0.60909 -0.31882 1.679 2.824 1.003
C 3.39531 0.77039 -0.18130 0.185 2.707 -1.894
C 4.72561 1.40499 -0.05887 -2.898 -1.321 1.690
C 5.73669 0.52170 0.19958 1.587 1.514 0.007
H 6.31450 -1.45801 0.24369 1.842 -1.413 0.134
H 4.22858 -2.33570 -0.33564 -0.087 -3.770 -0.173
H 2.24743 -1.06958 -0.39622 -1.158 -0.280 -0.342
H 2.60889 1.54936 -0.44810 0.556 -1.411 0.797
H 4.80017 2.46848 0.24642 -0.090 -0.726 -0.824
H 6.72458 0.90455 0.53888 -0.696 -0.410 -0.455
C -3.52153 1.08508 0.40269 -1.697 -2.359 -0.275
C -3.24479 -0.30745 0.52931 0.121 1.799 0.121
C -4.17365 -1.31455 0.32665 0.551 -2.415 1.706
C -5.38017 -1.03941 -0.25310 -3.045 -0.127 -0.188
C -5.72083 0.30749 -0.53006 -0.241 0.979 -0.201
C -4.87324 1.32712 -0.10950 3.149 2.069 0.592
H -2.78181 1.85087 0.78003 -1.193 -0.843 -0.823
H -2.30295 -0.67844 0.83748 1.012 0.173 0.611
H -3.90688 -2.34845 0.89328 -0.789 2.293 -2.063
H -6.25985 -1.78370 -0.35646 1.952 0.969 0.029
H -6.66649 0.65112 -1.04753 1.057 -0.916 0.815
H -5.00517 2.45187 -0.17644 -0.872 -1.622 -0.323
```
Forces are in eV/Å.

* structure (SMILES): c1ccccc1.c1ccccc1
* E_tot: -12636.225 eV

This record from OMol25 describes a structure of composition C12H12AlCl2N2O2S6. The level of theory is the ωB97M-V functional and the def2-TZVPD basis.

Structure (XYZ):
```
37
Properties=species:S:1:pos:R:3:forces:R:3
Al -0.41332 0.61445 0.73686 -0.177 0.029 0.187
Cl 0.27541 -1.44824 -0.45293 -0.045 -0.003 0.133
C 1.81770 -1.76596 0.34253 -0.093 0.060 -0.017
C 2.61365 -2.73564 -0.23007 0.077 -0.027 0.066
C 3.84166 -3.00081 0.35660 -0.051 0.017 -0.021
C 4.23896 -2.29938 1.48173 -0.026 0.000 -0.003
C 3.41520 -1.32692 2.02502 0.003 0.039 0.038
Cl 3.94820 -0.48062 3.43136 -0.001 -0.002 -0.013
C 2.17065 -1.02260 1.46382 0.001 -0.049 -0.089
S 1.13737 0.19118 2.20463 0.169 -0.003 0.051
H 2.28283 -3.27011 -1.10833 -0.016 -0.021 -0.013
H 4.48882 -3.75583 -0.06514 0.004 -0.018 -0.014
H 5.19144 -2.49881 1.95088 0.012 0.000 0.003
C -0.64145 3.27459 3.71780 0.013 0.019 0.017
O -1.99511 3.22850 3.19583 -0.040 -0.080 -0.063
C -2.28805 2.26277 2.37166 -0.305 -0.039 -0.202
O -1.44953 1.40189 2.01785 0.382 -0.117 0.125
N -3.54688 2.25574 1.94826 0.083 0.000 0.045
N -3.98060 1.24195 1.09510 0.014 0.036 -0.015
H -0.64366 4.10802 4.40988 0.014 -0.004 -0.006
H 0.06025 3.45128 2.90583 0.004 0.000 0.020
H -0.41428 2.34355 4.23101 0.013 0.017 -0.009
H -4.15826 2.99543 2.26720 -0.019 -0.006 -0.012
H -4.15741 1.61725 0.17070 -0.043 0.016 0.008
H -4.81724 0.81458 1.47154 0.005 -0.020 -0.001
C 1.54520 -0.47307 -4.64613 0.026 0.006 -0.070
S 0.75055 0.75814 -3.59206 0.070 -0.044 0.059
C -0.73468 -0.05037 -3.16436 -0.101 0.052 -0.005
C -1.49024 0.32201 -2.11532 -0.069 0.106 -0.074
S -1.13555 1.67688 -1.04227 0.045 0.074 -0.160
S -2.99168 -0.54263 -1.86929 0.070 -0.051 -0.022
C -2.83342 -1.64293 -3.21037 -0.051 -0.008 -0.041
S -3.92831 -2.77362 -3.60010 0.070 0.022 0.038
S -1.36067 -1.37397 -4.11677 -0.020 -0.008 0.045
H 2.52061 -0.05494 -4.88677 0.001 0.003 0.003
H 0.99782 -0.62590 -5.57347 -0.015 0.008 -0.003
H 1.68405 -1.41587 -4.12272 -0.002 -0.006 0.016
```
Forces are in eV/Å.

* E_tot: -116364.131 eV
* total charge: +1

This record from OMol25 describes a structure of composition C12H12AlF6I2IrO5S in a non-equilibrium geometry. The level of theory is the ωB97M-V functional and the def2-TZVPD basis.

Structure (XYZ):
```
40
Properties=species:S:1:pos:R:3:forces:R:3
I -0.48429 -4.42024 0.93419 0.347 0.566 1.796
I 0.19188 -2.88700 3.09282 -0.352 -1.345 -1.416
Ir 1.94975 -0.37041 0.36261 -0.697 -0.583 -1.233
Al -0.90396 0.43527 -0.20542 -0.856 0.483 1.159
S 0.33196 -1.35803 -0.91148 -1.390 -0.435 0.073
C -0.23881 2.02951 -3.10798 -1.501 1.714 -0.745
C -0.68522 2.56126 -0.46318 0.025 7.213 -2.484
C 1.67702 -1.24491 -2.23548 0.572 0.403 -0.466
C 2.63073 -2.39412 -1.93538 -0.434 -0.512 -0.034
C 2.34677 0.12947 -2.11991 -0.382 -0.095 -0.736
C 0.94096 -1.31680 -3.55807 -0.075 0.470 -0.259
C 1.71925 1.15400 1.41849 -0.704 6.035 3.171
C 3.39312 -1.04580 1.37894 7.533 -2.262 4.186
O -0.66287 3.69625 -0.77425 -0.014 -7.182 2.620
O -0.87089 2.92314 -3.39772 1.192 -1.668 0.104
O 1.71118 2.15545 1.98485 0.041 -3.240 -1.531
O 4.39007 -1.22521 1.96857 -5.105 0.832 -2.805
H 3.43272 -2.35396 -2.67834 0.061 -0.045 0.127
H 2.12827 -3.36533 -2.03178 0.143 0.174 -0.057
H 3.05065 -2.34442 -0.91950 0.166 -0.044 -0.357
H 3.24914 0.10213 -2.74867 0.082 0.196 0.399
H 2.73990 0.46067 -1.07543 0.533 0.275 -0.670
H 1.66270 0.91264 -2.48554 0.526 -0.193 0.441
H 1.70627 -1.30926 -4.35590 -0.348 0.054 0.149
H 0.29463 -0.42339 -3.63524 0.296 -0.552 -0.376
H 0.34085 -2.21603 -3.64951 -0.003 -0.178 -0.077
C -2.77229 -0.53900 2.86062 -0.353 0.038 -0.424
C -2.26343 0.67257 2.09918 -0.392 1.573 1.317
O -1.01375 0.43980 1.53992 0.798 -0.607 -2.099
C -3.22686 1.18365 0.96627 -3.051 1.249 0.167
F -4.52605 0.90307 1.07931 2.690 0.704 0.044
F -3.03998 2.47233 0.52850 -0.484 -2.606 0.725
F -2.84047 0.38669 -0.25751 1.497 0.027 -0.452
C -2.00710 1.88390 3.07770 -0.683 1.648 2.094
F -3.12037 2.26237 3.78127 1.385 -0.947 -1.474
F -1.04573 1.58827 3.98278 -0.741 -0.470 -0.961
F -1.55695 2.97545 2.41276 -0.080 -0.754 0.026
H -3.15208 -1.25559 2.12450 -0.112 -0.112 0.272
H -3.56666 -0.27726 3.57607 0.265 -0.159 -0.253
H -1.91005 -0.98116 3.37694 -0.399 0.336 0.042
```
Forces are in eV/Å.

* 2S+1: 5
* E_tot: -75604.224 eV
* total charge: +4
* <S²>: 6.02

This record from OMol25 describes a structure of composition C12H12Br2LiNO2 in a non-equilibrium geometry. The level of theory is the ωB97M-V functional and the def2-TZVPD basis.

Structure (XYZ):
```
30
Properties=species:S:1:pos:R:3:forces:R:3
Li 0.41555 -0.15204 -1.28393 -0.191 -0.034 -0.018
C -2.18399 -1.39624 0.71448 0.272 0.358 -0.789
C -1.03247 -0.78371 1.47135 -0.207 0.006 -0.865
C -1.02975 -0.77121 2.87854 0.031 0.291 0.420
C 0.05184 -0.18035 3.50402 -0.475 -0.160 0.070
C 1.14528 0.31215 2.74091 -0.580 -0.368 0.064
C 2.32660 0.84316 3.28732 0.011 -0.024 -0.061
Br 2.59659 0.92998 5.13789 -0.053 0.027 0.639
C 3.33760 1.25185 2.48164 0.035 -0.159 -0.582
C 3.26740 1.16472 1.08672 -0.834 0.048 -0.170
Br 4.67467 1.86919 0.04996 0.072 -0.087 -0.047
C 2.12010 0.68346 0.43418 0.042 -0.138 0.307
O 1.96193 0.59021 -0.83021 0.144 0.115 -0.034
C 1.04799 0.22873 1.32925 0.133 0.236 0.091
N -0.06424 -0.26830 0.72401 -0.004 -0.428 0.452
H -2.71197 -0.64904 0.08022 0.439 -0.439 0.344
H -2.88888 -1.79373 1.40198 -0.763 -0.365 0.573
H -1.84594 -2.23514 0.08130 -0.046 0.418 0.143
H -1.90645 -1.17287 3.44863 1.043 0.426 -0.611
H 0.04033 -0.08452 4.59451 0.253 -0.059 -0.436
H 4.23445 1.61906 2.91578 0.605 0.319 0.307
C -2.12575 0.60270 -4.39175 0.996 -0.188 0.209
C -1.46360 -0.63108 -3.83051 0.659 -0.618 0.131
O -0.21023 -0.30700 -3.13925 -0.824 -0.041 -0.061
H -3.11427 0.41682 -4.77639 -0.162 -0.273 -0.563
H -1.43260 1.04818 -5.12468 -0.659 0.128 0.118
H -2.27680 1.25164 -3.54867 0.101 0.720 0.243
H -1.20703 -1.39676 -4.57330 -0.226 0.256 -0.066
H -2.10462 -1.11243 -3.09617 0.108 0.011 0.202
H 0.37826 0.12259 -3.76782 0.079 0.023 -0.011
```
Forces are in eV/Å.

* E_tot: -158516.029 eV

This record from OMol25 describes a structure of composition C12H12Cl2F4O12Pd in a non-equilibrium geometry. The level of theory is the ωB97M-V functional and the def2-TZVPD basis.

Structure (XYZ):
```
43
Properties=species:S:1:pos:R:3:forces:R:3
Pd -0.79935 -1.88060 -1.41522 -1.468 -1.564 0.000
Cl -3.18585 -1.74216 -2.44127 1.197 0.052 0.446
Cl -0.37816 -4.42285 -1.13014 -0.107 1.285 -0.335
C -2.30722 -2.31184 4.18327 1.984 0.035 -0.517
C -0.78664 -2.76427 4.10015 -2.721 2.076 0.305
O -0.46495 -2.24928 2.80168 1.774 -0.487 0.892
C -1.53979 -2.10188 2.01865 -1.087 -1.215 -1.374
O -1.53870 -1.94446 0.81488 -0.427 0.006 3.057
O -2.64162 -2.30565 2.79352 -0.804 0.392 -0.454
F -0.68364 -4.08515 4.21429 0.451 -0.788 -0.560
H -2.33539 -1.29083 4.56388 -0.051 0.121 -0.025
H -2.93462 -2.92559 4.82961 -0.028 -0.323 -0.670
H -0.23267 -2.29071 4.91067 0.602 0.040 -0.563
C -2.36088 2.89892 1.07182 0.619 -0.473 -0.295
C -1.28052 3.57039 0.25532 0.149 0.842 -0.722
O -0.72227 2.55011 -0.60717 -0.489 2.139 -0.145
C -1.27589 1.39037 -0.29561 1.464 -3.476 0.187
O -0.94423 0.30568 -0.76294 -1.152 3.619 0.877
O -2.04911 1.54767 0.77130 -1.751 -1.430 0.569
F -0.31188 4.03206 1.06749 0.939 -0.047 0.512
H -3.37942 3.18919 0.81412 0.044 -0.309 -0.345
H -2.23201 3.03832 2.14516 0.201 0.143 -0.142
H -1.58626 4.44631 -0.31685 -0.132 -0.371 -0.418
C 0.41499 2.46791 -4.48611 0.652 0.434 -0.839
C 0.21750 1.62291 -5.76830 -1.277 1.477 2.821
O -0.24987 0.46755 -5.18948 -1.851 -2.390 -0.218
C 0.12539 0.36471 -3.87655 -2.078 -5.932 0.551
O 0.02889 -0.63170 -3.13741 0.522 2.472 -3.277
O 0.56668 1.45951 -3.50537 1.863 4.324 2.492
F 1.38606 1.31664 -6.24279 3.003 -0.209 -1.918
H -0.41636 3.12213 -4.22356 0.063 -0.071 -0.057
H 1.37043 2.98703 -4.56195 -0.245 0.282 0.140
H -0.39548 2.12068 -6.51968 -0.384 -0.681 0.000
C 3.90428 -0.24496 1.17561 0.559 0.893 1.412
C 3.71887 -1.50337 1.99567 1.527 0.385 0.176
O 2.80311 -2.22480 1.25506 -0.273 -1.375 0.947
C 2.04719 -1.35272 0.58510 -0.730 -0.775 -2.923
O 1.02967 -1.55699 -0.01586 1.150 -0.093 1.403
O 2.75411 -0.25824 0.41670 -0.580 1.956 -1.810
F 3.20068 -1.28551 3.21327 -0.512 0.352 1.190
H 4.90089 -0.28769 0.73625 -0.425 -0.229 -1.267
H 3.87483 0.74430 1.63234 0.208 -0.375 0.993
H 4.68940 -1.98094 2.13025 -0.401 -0.713 -0.095
```
Forces are in eV/Å.

* 2S+1: 3
* E_tot: -76601.187 eV
* <S²>: 2.01

This record from OMol25 describes a cluster of 5 separate species, C12H12F5O12 in total in a non-equilibrium geometry. The level of theory is the ωB97M-V functional and the def2-TZVPD basis.

Structure (XYZ):
```
41
Properties=species:S:1:pos:R:3:forces:R:3
F -18.98037 -81.48580 -37.84614 0.098 -0.069 -0.138
C -16.16658 -81.44416 -38.30927 0.874 -0.850 1.343
C -16.14413 -81.90202 -36.83202 3.862 0.429 -2.657
O -15.05335 -81.21408 -36.28704 -0.038 1.020 -0.475
C -14.22354 -80.77862 -37.26201 4.363 2.074 1.702
O -13.06874 -80.28951 -36.88565 -6.089 -2.498 -3.217
O -14.81122 -80.92775 -38.51722 0.699 0.159 1.940
F -15.85406 -83.17751 -36.51608 0.711 -2.563 -1.030
H -16.96235 -80.77751 -38.53841 -0.365 1.378 0.540
H -16.44464 -82.23331 -38.96152 0.687 -1.233 -0.637
H -16.98912 -81.84999 -36.35846 -4.988 2.101 2.539
C -18.84532 -84.81304 -36.77057 -1.136 -2.549 -2.924
C -19.02249 -84.75766 -38.29747 3.646 -1.621 0.462
O -19.75464 -85.90700 -38.58619 -1.319 1.750 -3.425
C -19.74343 -86.79484 -37.63721 -0.900 -4.743 1.256
O -20.11342 -88.01139 -37.69883 1.429 5.340 0.070
O -19.28004 -86.19025 -36.56525 1.302 -0.795 2.454
F -17.72168 -85.07693 -38.88524 -0.677 0.323 0.620
H -19.59973 -84.30330 -36.32570 -1.894 2.268 1.432
H -17.88614 -84.59364 -36.39603 1.136 -0.085 0.242
H -19.15546 -83.80756 -38.76451 -1.608 0.492 -0.149
C -19.24884 -79.15813 -35.25812 1.217 3.469 -2.145
C -20.49400 -79.36920 -35.99065 -2.234 0.554 -1.194
O -21.13954 -77.98144 -35.83579 -0.066 -3.765 -1.780
C -20.49694 -77.35939 -34.87860 -0.820 0.759 0.352
O -20.85095 -76.35387 -34.39820 -1.373 2.962 0.863
O -19.43209 -77.93931 -34.45440 2.405 -3.209 -0.289
F -21.21190 -80.36790 -35.40514 -0.880 0.456 0.885
H -18.52021 -78.92221 -36.06871 0.177 -0.489 1.077
H -19.05516 -79.93931 -34.64068 1.063 -2.227 1.619
H -20.49188 -79.75161 -37.03636 0.640 1.192 0.433
C -18.60389 -81.90180 -41.73623 6.754 2.704 0.808
C -19.99142 -81.51937 -41.24985 3.654 -2.369 4.292
O -20.55298 -82.80121 -41.29002 -1.226 -0.719 0.411
C -19.80299 -83.62896 -41.99786 -3.293 -6.355 -5.338
O -20.23365 -84.76836 -42.44749 2.429 5.308 2.968
O -18.74083 -83.00907 -42.53602 -1.014 -1.988 0.872
F -20.48305 -80.68850 -42.06422 -2.788 2.765 -2.756
H -17.69027 -82.10241 -40.92335 -2.954 0.271 -1.306
H -17.97558 -81.22763 -42.43871 -1.809 0.016 1.312
H -20.07813 -81.24428 -40.16187 0.327 0.336 -1.031
```
Forces are in eV/Å.

* E_tot: -50794.975 eV
* total charge: -1